Version a
This record from the OMol25 dataset describes a 5-piece molecular cluster, H10O5 overall. The level of theory is wB97M-V/def2-TZVPD.

Summary:
SMILES: O.O.O.O.O
Frontier orbital gap (eV): 11.57

```
! RIJCOSX wB97M-V def2-TZVPD def2/J DEFGRID3
* xyz 0 1
O -1.7830 -1.2123 0.6325
H -1.0062 -1.7099 0.9540
H -1.2427 -0.4811 0.2179
O -0.0775 -0.8486 -1.6860
H 0.1562 0.0608 -1.4009
H -0.1204 -0.8479 -2.6155
O -0.3955 0.9572 1.5757
H -1.1796 0.3766 1.5976
H 0.4844 0.5013 1.4318
O 1.5082 -1.0935 0.5674
H 2.3061 -1.4854 0.9419
H 1.5615 -1.1172 -0.4277
O 0.2818 2.1787 -0.7042
H -0.1805 2.0438 0.1838
H -0.3129 2.6775 -1.2684
*
```

Version b
This record from the OMol25 dataset describes a 5-piece molecular cluster, H10O5 overall. The level of theory is wB97M-V/def2-TZVPD.

Summary:
SMILES: O.O.O.O.O
Frontier orbital gap (eV): 11.25

```
! RIJCOSX wB97M-V def2-TZVPD def2/J DEFGRID3
* xyz 0 1
O -2.8550 0.6514 -0.6540
H -2.5332 0.4719 -1.5462
H -3.2093 1.5468 -0.6973
O 0.5080 -0.7765 0.1273
H 0.9009 0.1060 0.1008
H -0.3732 -0.6554 -0.2460
O 2.9036 0.5402 1.6941
H 2.0522 0.8143 2.0582
H 2.7956 -0.4028 1.5162
O 0.0478 -3.2732 -1.5401
H 0.2490 -2.8000 -0.7190
H -0.8374 -3.6310 -1.4101
O 0.0518 2.1348 0.6345
H -0.5848 2.6527 0.1299
H 0.8839 2.6208 0.5516
*
```

Version c
This record from the OMol25 dataset describes a 5-piece molecular cluster, H10O5 overall. The level of theory is wB97M-V/def2-TZVPD.

Summary:
SMILES: O.O.O.O.O
Frontier orbital gap (eV): 9.97

```
! RIJCOSX wB97M-V def2-TZVPD def2/J DEFGRID3
* xyz 0 1
O 1.9826 0.7260 -1.2940
H 1.2973 1.2793 -0.9381
H 2.4017 0.2529 -0.6194
O 0.1145 2.1656 0.2012
H 0.3915 3.0451 -0.0622
H -0.3230 2.3214 1.0128
O -1.6332 -2.4983 -1.5170
H -1.3045 -1.8487 -0.8849
H -2.4843 -2.0704 -1.7408
O -1.4501 -0.4099 0.0118
H -0.9965 0.4091 -0.2806
H -1.0457 -0.5734 0.8886
O 0.7557 -1.1468 1.8867
H 1.3805 -1.3752 1.1640
H 0.9135 -0.2767 2.1717
*
```

Most stable structure, least stable structure: version a, version c.

Version a
This record from the OMol25 dataset describes a 2-piece molecular cluster, C3H10S2 overall. The level of theory is wB97M-V/def2-TZVPD.

Summary:
SMILES: CCS.CS
Frontier orbital gap (eV): 9.75

```
! RIJCOSX wB97M-V def2-TZVPD def2/J DEFGRID3
* xyz 0 1
C 1.3101 -0.7111 2.5000
C -0.1640 -0.7515 2.1226
S -0.6473 -2.2656 1.2369
H 1.5720 -1.5842 3.1209
H 1.5317 0.2061 3.0712
H 1.9394 -0.7221 1.5942
H -0.8000 -0.7536 3.0287
H -0.4472 0.1293 1.5147
H 0.1697 -2.0850 0.1775
C -1.1277 1.6699 -2.8896
S 0.6414 1.3450 -3.1022
H -1.2122 2.5669 -2.2533
H -1.6456 0.8340 -2.3900
H -1.6306 1.8715 -3.8504
H 0.5103 0.2503 -3.8813
*
```

Version b
This record from the OMol25 dataset describes a 2-piece molecular cluster, C3H10S2 overall. The level of theory is wB97M-V/def2-TZVPD.

Summary:
SMILES: CCC.SS
Frontier orbital gap (eV): 9.79

```
! RIJCOSX wB97M-V def2-TZVPD def2/J DEFGRID3
* xyz 0 1
C -2.5385 -1.5867 -0.1070
C -1.4092 -1.1714 -0.9057
C -0.0730 -2.0849 -0.5465
H -3.0327 -2.4857 -0.4850
H -3.3157 -0.9162 0.0770
H -2.1931 -1.9210 0.8880
H -1.2105 -0.0473 -0.6478
H -1.6870 -1.2973 -1.9900
H 0.5677 -2.2089 -1.4081
H 0.5098 -1.8972 0.3273
H -0.5145 -3.0473 -0.3506
S 4.7142 4.7349 0.7175
S 3.0575 4.0420 1.4871
H 5.0966 5.2243 1.8341
H 2.0283 4.6627 1.1097
*
```

Most stable structure, least stable structure: version a, version b.

Version a
This record from the OMol25 dataset describes a 2-piece molecular cluster, C3H8NS overall. The level of theory is wB97M-V/def2-TZVPD.

Summary:
Frontier orbital gap (eV): 7.11

```
! RIJCOSX wB97M-V def2-TZVPD def2/J DEFGRID3
* xyz -1 1
C -0.2275 -1.6327 -1.0829
C 0.4288 -1.2948 0.0487
N 0.0720 -0.2214 0.8428
C 1.0032 0.8912 1.1033
H -1.1361 -1.0733 -1.3872
H 0.1008 -2.4591 -1.7025
H 1.3141 -1.8270 0.3507
H -0.8554 0.1807 0.5728
H 1.2650 1.0208 2.1643
H 1.8555 0.9114 0.4288
H 0.4882 1.8556 0.9676
S -1.7585 1.2683 -1.2237
H -2.5500 2.3803 -1.0829
*
```

Version b
This record from the OMol25 dataset describes a 2-piece molecular cluster, C3H8NS overall. The level of theory is wB97M-V/def2-TZVPD.

Summary:
Frontier orbital gap (eV): 6.58

```
! RIJCOSX wB97M-V def2-TZVPD def2/J DEFGRID3
* xyz -1 1
C -1.7489 1.2274 -0.8512
S -2.7576 1.0898 0.7223
H -2.3286 1.8278 -1.5542
H -1.6001 0.2556 -1.3924
H -0.7726 1.6638 -0.5916
C 2.2725 -0.9615 0.0848
C 1.2490 -0.4389 0.8308
N -0.0587 -0.8014 0.5517
H 2.1589 -1.9469 -0.3469
H 3.2024 -0.3764 0.0291
H 1.5160 0.4909 1.3603
H -0.2452 -1.7513 0.2796
H -0.8872 -0.2790 0.8775
*
```

Version c
This record from the OMol25 dataset describes an isolated ion of composition C3H8NS and charge -1. The level of theory is wB97M-V/def2-TZVPD.

Summary:
SMILES: CNCC[S-]
Frontier orbital gap (eV): 6.48

```
! RIJCOSX wB97M-V def2-TZVPD def2/J DEFGRID3
* xyz -1 1
C -0.1122 1.5739 0.7593
N -0.1834 0.1381 1.0328
C -0.6528 -0.6874 -0.0718
C 0.4674 -1.2295 -0.9642
S 0.9075 -0.1888 -2.3933
H -0.0080 1.7281 -0.3176
H 0.7602 1.9789 1.2731
H -1.0546 2.0460 1.0384
H 0.6820 -0.1889 1.4311
H -1.1257 -1.5835 0.3681
H -1.3631 -0.0584 -0.6090
H 0.3411 -2.2803 -1.2292
H 1.3415 -1.2482 -0.3177
*
```

Version d
This record from the OMol25 dataset describes an isolated ion of composition C3H8NS and charge -1. The level of theory is wB97M-V/def2-TZVPD.

Summary:
SMILES: CNCC[S-]
Frontier orbital gap (eV): 5.84

```
! RIJCOSX wB97M-V def2-TZVPD def2/J DEFGRID3
* xyz -1 1
C 0.3276 -1.7839 0.8741
N 0.4690 -0.3316 0.5640
C -0.5774 0.2802 -0.2987
C -0.0194 1.6379 -0.6643
S -1.2811 2.9374 -1.2188
H -0.3319 -1.6870 1.7761
H -0.2084 -2.4384 0.1431
H 1.2890 -2.2358 1.0332
H 1.3392 -0.0936 0.1416
H -1.5108 0.1545 0.2489
H -0.7217 -0.2200 -1.2638
H 0.4948 2.2122 0.1634
H 0.7309 1.5680 -1.4989
*
```

Most stable structure, least stable structure: version c, version b.

Version a
This record from the OMol25 dataset describes an isolated molecule of C6H8. The level of theory is wB97M-V/def2-TZVPD.

Summary:
Frontier orbital gap (eV): 9.64

```
! RIJCOSX wB97M-V def2-TZVPD def2/J DEFGRID3
* xyz 0 1
C 1.9561 0.2520 -0.5284
C 0.6884 0.8721 -0.0013
C 0.3643 2.1349 -0.0933
C -0.3402 0.0139 0.6861
C -1.8053 0.1166 0.3466
C -1.0148 -1.0711 -0.1107
H 2.4824 -0.2748 0.2747
H 2.6310 0.9985 -0.9547
H 1.7088 -0.4778 -1.3077
H -0.1028 -0.2230 1.7220
H -2.5167 -0.0215 1.1543
H -2.1030 0.8447 -0.4009
H -1.1787 -2.0261 0.3807
H -0.7695 -1.1385 -1.1674
*
```

Version b
This record from the OMol25 dataset describes an isolated molecule of C6H8. The level of theory is wB97M-V/def2-TZVPD.

Summary:
SMILES: C1=C[C@@H]2C[C@@H]2C1
Frontier orbital gap (eV): 10.00

```
! RIJCOSX wB97M-V def2-TZVPD def2/J DEFGRID3
* xyz 0 1
C -1.7703 0.3851 0.2367
C -1.2541 -0.8151 -0.2210
C 0.2051 -0.8687 -0.5946
C 1.1706 -0.7050 0.5732
C 1.1051 0.3671 -0.4306
C -0.3441 1.3103 -0.0349
H -2.5771 0.8624 0.5794
H -1.6257 -1.8302 -0.2037
H 0.5306 -1.6360 -1.2838
H 0.7128 -0.4835 1.4724
H 2.1178 -1.3047 0.6953
H 1.7695 0.7160 -1.1135
H -0.6935 2.1728 -0.5740
H -0.2113 1.9550 0.8134
*
```

Most stable structure, least stable structure: version b, version a.

Version a
This record from the OMol25 dataset describes an isolated molecule of C6H8. The level of theory is wB97M-V/def2-TZVPD.

Summary:
Frontier orbital gap (eV): 7.73

```
! RIJCOSX wB97M-V def2-TZVPD def2/J DEFGRID3
* xyz 0 1
C -0.3711 1.2446 -0.2889
C -0.0232 -0.2128 -0.7155
C 1.4687 -0.3616 -0.3496
C -0.8565 1.2038 1.1420
C -1.2408 -0.1979 1.2970
C -0.8324 -0.9950 0.2745
H -1.1885 1.6813 -0.8875
H 0.4805 1.9274 -0.3995
H -0.2160 -0.5177 -1.7565
H 2.0993 0.1869 -1.0552
H 1.8027 -1.3999 -0.2930
H 1.5969 0.0912 0.6294
H -1.7331 -0.5725 2.1911
H -0.9866 -2.0779 0.2119
*
```

Version b
This record from the OMol25 dataset describes C6H8 as an isolated structure. The level of theory is wB97M-V/def2-TZVPD.

Summary:
Frontier orbital gap (eV): 9.36

```
! RIJCOSX wB97M-V def2-TZVPD def2/J DEFGRID3
* xyz 0 1
C -1.4508 0.4184 0.0553
C -0.2540 0.4739 -0.8413
C 1.0533 0.9214 -0.1811
C 1.3782 -0.0240 0.9769
C 0.4208 -1.0526 0.8473
C -0.6427 -0.8330 -0.1874
H -1.3887 0.8844 1.0378
H -2.4316 0.4631 -0.4090
H -0.4113 0.6276 -1.9056
H 0.9765 1.9353 0.2331
H 1.8901 0.9523 -0.8895
H 1.5890 -1.2259 0.4271
H 0.3565 -1.8750 1.5626
H -1.0852 -1.6660 -0.7263
*
```

Most stable structure, least stable structure: version a, version b.

Version a
This record from the OMol25 dataset describes a 2-piece molecular cluster, C6H8 overall. The level of theory is wB97M-V/def2-TZVPD.

Summary:
SMILES: C1=C[C@@H]2CC2=C1.[H][H]
Frontier orbital gap (eV): 9.25

```
! RIJCOSX wB97M-V def2-TZVPD def2/J DEFGRID3
* xyz 0 1
C 0.1641 1.4480 0.4280
C -1.0083 0.7120 0.3783
C -0.7242 -0.6521 -0.0006
C 0.4230 -1.7055 0.5513
C 0.7172 -0.6184 -0.3133
C 1.2418 0.5998 0.0893
H 0.2462 2.4858 0.7382
H -2.0089 1.1376 0.3946
H -1.4466 -1.2179 -0.5809
H 0.8346 -1.7023 1.5577
H 0.1188 -2.6786 0.1705
H 2.2961 0.8058 0.2332
H -0.6637 0.7590 -1.8854
H -0.1031 0.2677 -2.0033
*
```

Version b
This record from the OMol25 dataset describes C6H8 as an isolated structure. The level of theory is wB97M-V/def2-TZVPD.

Summary:
Frontier orbital gap (eV): 9.71

```
! RIJCOSX wB97M-V def2-TZVPD def2/J DEFGRID3
* xyz 0 1
C -0.5579 1.4011 -0.1126
C -1.0033 2.5596 0.1366
C -0.2251 -1.8670 1.7664
C 0.2086 -1.6321 0.5812
C -0.0462 0.1415 -0.2151
C 0.8881 -0.0117 -1.4785
H -0.3394 3.3364 0.4836
H -2.0072 2.8727 -0.0167
H -0.2306 -2.8717 2.2714
H -0.8605 -1.1839 2.1806
H 0.6081 -2.2209 -0.2773
H 1.8264 -0.4542 -1.0389
H 1.3246 0.7186 -2.1788
H 0.4143 -0.7884 -2.1018
*
```

Version c
This record from the OMol25 dataset describes an isolated molecule of C6H8. The level of theory is wB97M-V/def2-TZVPD.

Summary:
SMILES: C1=C[C@H]2C[C@H]2C1
Frontier orbital gap (eV): 10.10

```
! RIJCOSX wB97M-V def2-TZVPD def2/J DEFGRID3
* xyz 0 1
C -1.1835 -0.9628 -0.0940
C -1.2850 0.2614 -0.6146
C 0.0362 0.9555 -0.6498
C 0.6614 1.2053 0.7005
C 1.0169 -0.0372 -0.0627
C 0.2488 -1.3203 0.2445
H -2.0153 -1.6367 0.0931
H -2.2073 0.7323 -0.9426
H 0.2924 1.6077 -1.4796
H 0.0216 1.1227 1.5758
H 1.4231 1.9781 0.7694
H 2.0247 -0.1138 -0.4590
H 0.3606 -1.6349 1.2902
H 0.6054 -2.1572 -0.3711
*
```

Most stable structure, least stable structure: version c, version b.

Version a
This record from the OMol25 dataset describes an isolated molecule of C6H8. The level of theory is wB97M-V/def2-TZVPD.

Summary:
SMILES: C#CC/C=C/C
Frontier orbital gap (eV): 10.33

```
! RIJCOSX wB97M-V def2-TZVPD def2/J DEFGRID3
* xyz 0 1
C 1.5453 -2.5912 -1.1131
C 0.4882 -2.0701 -0.8748
C -0.6836 -1.1571 -0.9931
C -0.6542 -0.0064 0.1025
C -0.5220 1.3336 0.1234
C -0.1022 2.0996 1.5246
H 2.2039 -3.3816 -1.0079
H -1.1767 -2.0642 -1.5905
H -0.3015 -0.5026 -1.9626
H -0.3208 -0.4114 1.0328
H -0.4646 1.9341 -0.7509
H 0.8892 2.2168 1.4286
H -0.4216 1.5237 2.3871
H -0.4794 3.0770 1.6939
*
```

Version b
This record from the OMol25 dataset describes a 2-piece molecular cluster, C6H8 overall. The level of theory is wB97M-V/def2-TZVPD.

Summary:
SMILES: C#CCC.C#C
Frontier orbital gap (eV): 10.64

```
! RIJCOSX wB97M-V def2-TZVPD def2/J DEFGRID3
* xyz 0 1
C 0.2423 1.6374 0.9448
C -0.6808 0.8880 0.9020
C -1.7337 0.0618 0.3446
C -1.1760 -1.1263 -0.4755
H 1.1490 2.1744 1.0517
H -2.3272 -0.1577 1.2519
H -2.4121 0.6586 -0.3554
H -1.9174 -1.7228 -0.8192
H -0.5279 -1.6421 0.1544
H -0.7444 -0.7596 -1.3582
C 2.5019 -0.2089 -0.9772
C 2.5455 0.1592 0.1754
H 2.5254 -0.2794 -2.0232
H 2.5554 0.3175 1.1838
*
```

Most stable structure, least stable structure: version b, version a.